This record from OMol25 describes C18H17F6N4O9RhS3 as an isolated structure. The level of theory is ωB97M-V/def2-TZVPD.

```
58
Properties=species:S:1:pos:R:3:forces:R:3:lowdin_charge:R:1
Rh -1.152075 0.029383 -2.841375 0.1 0.3 -0.1 0.895
C -0.570719 4.127394 4.161583 0.0 0.0 0.0 -0.065
C -0.115203 3.610697 2.822151 0.0 0.0 0.0 -0.281
C 1.103946 4.003109 2.277461 0.0 0.0 0.0 -0.059
C 1.524638 3.516863 1.046434 0.0 0.0 0.0 -0.063
C 0.721141 2.627061 0.351979 0.0 0.1 0.0 -0.270
C -0.502030 2.234165 0.875396 0.0 0.0 0.0 -0.050
C -0.912252 2.722619 2.104638 0.0 0.0 0.0 -0.034
S 1.285097 1.918575 -1.191673 0.1 -0.3 0.1 0.541
O 1.874014 0.638330 -0.817376 0.1 0.0 -0.1 -0.337
O 2.212752 2.896077 -1.737522 0.0 0.0 0.0 -0.347
N 0.003352 1.689726 -2.051396 -0.2 0.0 -0.1 -0.324
C -0.645842 2.931409 -2.489874 0.0 0.0 0.0 -0.208
C -2.116792 2.732384 -2.879258 0.0 0.1 0.0 -0.668
O -2.779565 3.744948 -3.103395 0.0 0.0 0.0 -0.025
O -2.552206 1.528819 -2.960871 0.0 -0.1 -0.1 -0.181
H 0.158105 4.819378 4.586169 0.0 0.0 0.0 0.062
H -0.711786 3.306858 4.868232 0.0 0.0 0.0 0.076
H -1.525676 4.650193 4.077433 0.0 0.0 0.0 0.074
H 1.731860 4.700368 2.822977 0.0 0.0 0.0 0.097
H 2.465325 3.827424 0.610939 0.0 0.0 0.0 0.103
H -1.120465 1.537189 0.322633 0.0 0.1 0.0 0.096
H -1.860298 2.387252 2.510500 0.1 0.0 0.0 0.104
H -0.140292 3.349490 -3.366874 0.0 0.0 0.0 0.111
H -0.629021 3.711734 -1.722007 0.0 0.0 0.0 0.109
F 0.418339 -0.383658 2.600111 0.0 0.0 0.0 0.138
C -0.369840 -1.460421 2.604133 0.0 0.1 0.0 -0.664
F -0.556141 -1.830465 3.880206 0.0 0.0 0.0 0.115
F 0.272461 -2.449777 1.978043 0.0 0.0 0.0 0.122
S -1.979975 -1.064380 1.783205 0.2 0.1 0.0 0.573
O -1.606216 -0.763213 0.432668 -0.1 -0.2 0.1 -0.293
O -2.513340 -0.022025 2.611408 -0.1 -0.1 0.0 -0.287
N -2.853284 -2.355392 1.981910 -0.1 0.0 0.1 -0.296
S -2.815932 -3.686180 1.153857 0.0 0.0 -0.1 0.573
O -1.721483 -3.838496 0.236176 0.0 0.0 0.0 -0.292
O -4.129228 -4.083182 0.740220 0.0 0.0 0.0 -0.286
C -2.432525 -4.888280 2.503351 0.0 0.0 0.0 -0.675
F -1.245397 -4.643663 3.065140 0.0 0.0 0.0 0.120
F -2.397865 -6.132228 2.000058 0.0 0.0 0.0 0.112
F -3.358169 -4.868325 3.469060 0.0 0.0 0.0 0.118
N 4.520265 -1.239998 -0.606852 -0.2 0.3 0.0 0.190
C 4.107075 -2.446351 -1.061419 -0.1 -0.2 -0.2 -0.514
O 4.729507 -3.487055 -0.922924 0.0 0.1 0.0 0.034
C 2.783930 -2.310829 -1.767271 0.0 0.1 0.1 -0.158
C 2.699868 -1.598219 -2.955570 0.0 0.0 0.0 -0.020
C 1.461819 -1.162438 -3.378557 0.0 0.0 0.0 -0.126
N 0.344179 -1.391938 -2.680339 0.0 0.1 0.0 -0.080
C 0.407376 -2.196510 -1.615160 0.0 0.0 0.0 -0.088
C 1.612528 -2.678890 -1.128982 0.0 0.0 0.0 0.019
H 5.331112 -1.215665 -0.012655 0.0 0.0 0.0 0.105
H 3.865452 -0.455909 -0.613006 0.1 -0.2 0.0 0.091
H 3.590840 -1.291242 -3.486939 0.0 0.0 0.0 0.116
H 1.349042 -0.534617 -4.251670 0.0 0.0 0.0 0.108
H -0.523843 -2.393382 -1.102518 0.0 0.0 0.0 0.078
H 1.625706 -3.248485 -0.209939 0.0 0.0 0.0 0.120
C -1.964611 -0.880577 -4.168356 0.0 -0.1 0.0 -0.226
H -2.814484 -0.446525 -4.707687 0.0 0.0 0.0 -0.039
H -1.583187 -1.793137 -4.646611 0.0 0.0 0.0 -0.048
```
Forces are in eV/Å.

Results
Total energy, eV: -95150.3448
Kohn-Sham gap, eV: 6.76
LUMO energy, eV: 4.40
Charge: -2
E_HOMO, eV: -2.36
Energy above the lowest of the compared OMol25 structures with the same formula, charge and spin, kJ/mol: 98.6
2S+1: 1
Maximum force, eV/Å: 0.4

=====

This record from OMol25 describes C18H17FN2O11P2SiTa as an isolated structure in a non-equilibrium geometry. The level of theory is ωB97M-V/def2-TZVPD.

```
53
Properties=species:S:1:pos:R:3:forces:R:3:lowdin_charge:R:1
Ta 0.300270 0.601392 -0.165487 -1.9 -3.1 1.8 1.772
O -0.136276 3.813118 -2.443580 0.0 -0.1 0.0 0.019
P 0.318359 2.688516 -1.499999 0.0 1.7 -1.7 0.253
O 0.313676 1.269533 -2.079098 -0.1 -0.1 -0.6 -0.328
O -0.541281 2.470677 -0.268826 -0.1 0.3 0.4 -0.256
O 1.816315 2.997872 -1.060660 0.1 0.1 0.0 -0.175
P 2.478180 1.950966 0.034480 1.7 1.5 0.4 0.262
O 3.967050 2.361653 0.004910 0.0 0.0 0.2 -0.001
O 1.719662 2.031163 1.299691 -0.2 0.0 0.0 -0.214
O 2.205702 0.571143 -0.585555 1.1 -0.4 -0.4 -0.309
H -0.043667 3.682105 -3.404141 0.0 0.1 0.2 0.148
H 4.391794 2.420985 0.881348 -0.1 0.0 -0.3 0.143
C 1.838367 -4.653275 -2.074045 0.0 0.1 0.0 -0.066
C 1.953107 -3.322325 -2.447837 0.1 0.0 -0.1 -0.072
C 1.019683 -2.400407 -2.004877 -0.2 0.0 0.1 -0.131
C -0.046383 -2.785777 -1.181123 0.1 0.5 -0.1 -0.340
C -0.148048 -4.129796 -0.822789 -0.1 0.1 0.2 -0.098
C 0.784245 -5.054923 -1.264942 0.0 -0.1 0.0 -0.068
Si -1.279576 -1.468914 -0.633335 -0.6 -1.2 -0.6 0.724
C -2.650592 -1.201307 -1.904822 0.3 0.5 -0.1 -0.327
C -2.577767 -0.232999 -2.911662 0.0 -0.1 0.1 -0.117
C -3.576069 -0.118097 -3.866466 0.0 0.0 -0.1 -0.079
C -4.670507 -0.968474 -3.832529 0.0 0.0 0.0 -0.069
C -4.760581 -1.934666 -2.840410 -0.1 0.0 -0.1 -0.070
C -3.762702 -2.046431 -1.887408 0.2 -0.1 0.3 -0.107
H 2.570816 -5.374068 -2.411910 0.0 0.0 0.0 0.111
H 2.764668 -3.008100 -3.092085 0.0 0.0 0.0 0.110
H 1.104757 -1.364814 -2.333346 0.1 0.0 -0.1 0.076
H -0.966845 -4.452030 -0.188884 0.0 -0.1 0.0 0.102
H 0.691692 -6.094057 -0.977158 0.0 0.0 0.0 0.111
H -1.990370 -2.012251 0.558355 0.3 0.3 0.1 0.002
H -1.725884 0.431524 -2.956930 0.0 0.0 -0.1 0.064
H -3.498724 0.627405 -4.647952 0.0 0.0 0.0 0.106
H -5.452547 -0.877105 -4.574404 0.0 0.0 0.0 0.110
H -5.610132 -2.604219 -2.812421 0.0 0.0 0.0 0.111
H -3.844115 -2.799391 -1.110545 -0.1 0.0 0.0 0.099
F 0.968388 -4.456571 5.224486 0.0 0.0 0.0 0.115
C 1.453616 -3.237080 5.019145 -0.2 0.0 -0.1 -0.183
C 0.694474 -2.284361 4.475184 0.1 -0.2 0.1 0.057
N 1.182138 -1.009296 4.249887 0.2 0.1 0.1 -0.002
C 0.342612 0.016597 3.697388 0.1 0.0 -0.1 -0.018
C 0.240615 -0.040276 2.206231 -0.1 -0.7 0.5 -0.568
O -0.693224 0.604585 1.607113 -0.4 0.6 0.2 -0.128
O 1.047117 -0.662556 1.463906 -0.3 0.2 -0.4 -0.039
C 2.507278 -0.669545 4.520693 -0.2 0.1 -0.2 -0.458
O 2.960632 0.420279 4.239022 0.0 -0.1 0.1 0.091
N 3.230045 -1.669168 5.114111 0.1 -0.1 0.1 0.226
C 2.841711 -2.986805 5.411123 0.0 0.2 0.0 -0.378
O 3.600545 -3.762409 5.923176 -0.1 -0.1 0.0 0.144
H -0.332190 -2.477848 4.196275 0.0 0.0 0.0 0.155
H 0.818011 0.979606 3.910728 -0.1 0.1 0.0 0.157
H -0.658851 0.007148 4.127163 0.0 0.0 0.0 0.161
H 4.184509 -1.439927 5.354911 0.0 0.0 0.0 0.176
```
Forces are in eV/Å.

Results
Total energy, eV: -75171.8427
Kohn-Sham gap, eV: 6.70
LUMO energy, eV: -5.09
Charge: +1
E_HOMO, eV: -11.79
Energy above the lowest of the compared OMol25 structures with the same formula, charge and spin, kJ/mol: 243.4
2S+1: 1
Maximum force, eV/Å: 4.1